Computed, not measured: one molecule with the formula C23H19N3O3S at a distorted geometry, with ωB97M-V/def2-TZVPD.

SMILES: COC(=O)c1cc(CSc2nnc(-c3ccccc3)c(-c3ccccc3)n2)oc1C
2S+1: 1
Frontier orbital gap, eV: 8.084
Energy, a.u.: -1676.01892
Charge: 0
LUMO, eV: -0.227
E_HOMO, eV: -8.311
Maximum force, eV/Å: 1.23

Last column: Mulliken charge in e.
Element x y z (Å)
1 C -3.798 -3.500 -0.107  -0.69
2 O -3.630 -2.122 0.180  -0.26
3 C -4.446 -1.282 -0.476  0.46
4 O -5.281 -1.656 -1.268  -0.65
5 C -4.187 0.109 -0.112  0.73
6 C -3.221 0.587 0.822  -0.35
7 C -3.336 1.942 0.824  0.04
8 C -2.585 2.990 1.544  -0.95
9 S -1.142 3.586 0.552  -0.18
10 C -0.041 2.263 0.789  0.32
11 N -0.360 1.285 1.637  -0.58
12 N 0.319 0.189 1.544  -0.34
13 C 1.376 0.070 0.758  0.22
14 C 1.912 -1.270 0.545  0.39
15 C 2.520 -1.607 -0.664  -0.07
16 C 3.002 -2.886 -0.863  -0.78
17 C 2.885 -3.840 0.136  -0.37
18 C 2.269 -3.514 1.334  -0.63
19 C 1.779 -2.238 1.538  -0.53
20 C 1.918 1.271 0.213  0.53
21 C 3.303 1.441 -0.212  0.38
22 C 4.337 0.709 0.372  -0.14
23 C 5.639 0.899 -0.047  -0.78
24 C 5.925 1.811 -1.051  -0.38
25 C 4.904 2.551 -1.625  -0.58
26 C 3.600 2.375 -1.205  -0.44
27 N 1.124 2.326 0.164  -0.42
28 O -4.305 2.329 -0.050  -0.37
29 C -4.820 1.227 -0.614  0.20
30 C -5.908 1.365 -1.609  -1.35
31 H -3.663 -3.686 -1.174  0.31
32 H -3.042 -4.025 0.472  0.22
33 H -4.800 -3.829 0.180  0.30
34 H -2.547 -0.006 1.403  0.72
35 H -3.196 3.878 1.692  0.47
36 H -2.186 2.615 2.482  0.39
37 H 2.600 -0.870 -1.450  0.45
38 H 3.470 -3.142 -1.802  0.40
39 H 3.269 -4.837 -0.021  0.40
40 H 2.170 -4.258 2.111  0.40
41 H 1.294 -1.970 2.464  0.46
42 H 4.121 0.011 1.167  0.47
43 H 6.436 0.333 0.413  0.40
44 H 6.944 1.950 -1.379  0.39
45 H 5.126 3.270 -2.399  0.38
46 H 2.793 2.946 -1.637  0.46
47 H -6.186 0.379 -1.968  0.32
48 H -6.774 1.847 -1.156  0.31
49 H -5.579 1.983 -2.444  0.31



Computed, not measured: a 2-piece molecular cluster, C2H4O3S overall at a distorted geometry, with ωB97M-V/def2-TZVPD.

2S+1: 1
Frontier orbital gap (spin up / spin down), eV: 8.400 / 8.398
Energy, a.u.: -702.40031
Charge: 0
LUMO (spin up / spin down), eV: 0.013 / 0.012
E_HOMO (spin up / spin down), eV: -8.387 / -8.386
Maximum force, eV/Å: 5.76

Last column: Mulliken charge in e.
Element x y z (Å)
1 C 0.126 -0.601 0.261  0.22
2 C -0.978 0.265 0.561  -0.09
3 O 0.266 -1.731 -0.003  -0.35
4 O -2.079 -0.044 -0.243  -0.49
5 O 3.332 -0.615 0.076  -0.41
6 S 2.254 0.567 -0.104  -0.09
7 H -1.303 0.350 1.513  0.33
8 H -0.593 1.366 0.320  0.22
9 H -1.768 -0.335 -1.120  0.31
10 H 2.961 -1.321 -0.486  0.35



Computed, not measured: a 2-piece molecular cluster, H2N2O3S overall at a distorted geometry, with ωB97M-V/def2-TZVPD.

2S+1: 1
Frontier orbital gap, eV: 9.545
Energy, a.u.: -734.49236
Charge: 0
LUMO, eV: -0.956
E_HOMO, eV: -10.501
Maximum force, eV/Å: 2.54

Last column: Mulliken charge in e.
Element x y z (Å)
1 N 1.404 -0.016 0.081  -0.30
2 N -2.643 -0.317 -0.516  0.25
3 O -1.765 0.009 0.552  -0.40
4 O -3.778 -0.150 -0.277  -0.27
5 O 3.813 0.516 -0.313  -0.44
6 S 2.821 -0.504 -0.062  0.47
7 H 1.105 0.946 0.057  0.27
8 H -0.957 -0.484 0.479  0.42



Computed, not measured: C4H6Cl2LaNPS as an isolated structure at a distorted geometry, with ωB97M-V/def2-TZVPD.

2S+1: 1
Frontier orbital gap, eV: 3.558
Energy, a.u.: -1900.80393
Charge: +3
LUMO, eV: -15.123
E_HOMO, eV: -18.681
Maximum force, eV/Å: 9.49

Last column: Mulliken charge in e.
Element x y z (Å)
1 C 2.026 0.458 0.326  -0.82
2 C 0.627 0.030 -0.414  0.13
3 Cl 1.007 0.048 -2.265  0.05
4 C 0.052 -1.457 0.027  -0.28
5 Cl -0.162 -1.615 1.875  -0.04
6 P -1.743 -1.577 -0.715  0.24
7 N -2.905 -0.911 0.466  -0.19
8 C -3.049 0.461 0.215  0.36
9 S -3.005 2.153 0.592  -0.09
10 H 2.334 1.569 0.030  0.30
11 H 2.881 -0.288 -0.038  0.42
12 H 1.927 0.361 1.505  0.37
13 H -0.236 0.807 -0.147  -0.29
14 H 0.750 -2.331 -0.320  0.48
15 H -1.755 -0.646 -1.825  0.18
16 La 1.251 2.939 0.689  2.17



Computed, not measured: a 2-piece molecular cluster, C6H14O overall, with ωB97M-V/def2-TZVPD.

SMILES: CC(=O)CC(C)C.[H][H]
2S+1: 1
Frontier orbital gap, eV: 10.627
Energy, a.u.: -312.21158
Charge: 0
LUMO, eV: 1.033
E_HOMO, eV: -9.594
Maximum force, eV/Å: 0.45

Last column: Mulliken charge in e.
Element x y z (Å)
1 C -1.255 2.159 -1.254  -1.13
2 C -0.060 1.328 -0.824  0.42
3 O 1.002 1.399 -1.408  -0.56
4 C -0.240 0.492 0.430  -0.77
5 C 0.799 -0.609 0.671  0.83
6 C 0.462 -1.924 -0.042  -1.43
7 C 0.939 -0.858 2.173  -1.54
8 H -1.169 3.135 -0.760  0.35
9 H -2.212 1.713 -0.960  0.34
10 H -1.236 2.322 -2.334  0.33
11 H -0.171 1.241 1.234  0.34
12 H -1.264 0.098 0.489  0.40
13 H 1.752 -0.236 0.275  0.22
14 H 1.213 -2.687 0.197  0.39
15 H 0.437 -1.822 -1.130  0.34
16 H -0.515 -2.309 0.284  0.31
17 H 1.700 -1.618 2.379  0.40
18 H -0.011 -1.214 2.594  0.32
19 H 1.219 0.058 2.705  0.39
20 H -1.038 -0.442 -2.273  0.11
21 H -0.351 -0.225 -2.448  -0.09



Computed, not measured: one molecule with the formula HNO3P2 at a distorted geometry, with ωB97M-V/def2-TZVPD.

2S+1: 1
Frontier orbital gap (spin up / spin down), eV: 6.196 / 6.213
Energy, a.u.: -963.63208
Charge: 0
LUMO (spin up / spin down), eV: -3.445 / -3.434
E_HOMO (spin up / spin down), eV: -9.640 / -9.646
Maximum force, eV/Å: 4.89

Last column: Mulliken charge in e.
Element x y z (Å)
1 N -0.947 1.539 1.417  0.32
2 O -1.568 1.818 0.460  -0.20
3 O 1.261 1.588 2.858  -0.55
4 O -0.174 -0.643 2.712  -0.57
5 P 0.470 0.591 2.178  0.81
6 P 0.971 0.139 0.116  0.06
7 H 1.670 1.343 0.373  0.12



Computed, not measured: an isolated ion of composition C3H3N2OS and charge +1 at a distorted geometry, with ωB97M-V/def2-TZVPD.

2S+1: 1
Frontier orbital gap (spin up / spin down), eV: 8.394 / 8.038
Energy, a.u.: -698.47466
Charge: +1
LUMO (spin up / spin down), eV: -7.044 / -7.139
E_HOMO (spin up / spin down), eV: -15.438 / -15.177
Maximum force, eV/Å: 6.44

Last column: Mulliken charge in e.
Element x y z (Å)
1 C 2.311 0.952 0.162  0.44
2 C 0.713 -0.599 -0.106  0.51
3 C -1.926 -0.176 0.045  -0.82
4 N 1.401 1.389 0.742  -0.27
5 N 2.785 -0.010 -0.715  -0.18
6 O 1.790 -0.814 -0.735  0.07
7 S -0.509 -1.016 0.809  0.19
8 H -2.837 -0.455 0.537  0.35
9 H -2.015 -0.314 -0.929  0.38
10 H -1.713 1.042 0.189  0.34



Computed, not measured: one molecule with the formula C4H7NO2, with ωB97M-V/def2-TZVPD.

SMILES: C/C(=N\O)[C@H]1CO1
2S+1: 1
Frontier orbital gap, eV: 10.828
Energy, a.u.: -361.75013
Charge: 0
LUMO, eV: 0.976
E_HOMO, eV: -9.853
Maximum force, eV/Å: 0.62

Last column: Mulliken charge in e.
Element x y z (Å)
1 C 0.325 0.722 -1.524  -1.11
2 C 0.355 -0.013 -0.215  0.51
3 N 1.330 0.007 0.608  -0.52
4 O 2.374 0.784 0.127  -0.39
5 C -0.827 -0.840 0.177  0.13
6 C -1.478 -0.694 1.475  -0.39
7 O -2.053 -0.131 0.303  -0.42
8 H 1.192 0.456 -2.136  0.36
9 H -0.596 0.506 -2.071  0.34
10 H 0.382 1.800 -1.343  0.29
11 H 3.044 0.705 0.818  0.37
12 H -0.928 -1.794 -0.345  0.33
13 H -2.022 -1.537 1.900  0.26
14 H -1.072 0.016 2.194  0.25